1.
C2H3NOS2 | wB97M-V/def2-TZVPD

Structure (XYZ):
```
9
Properties=species:S:1:pos:R:3:forces:R:3
C -0.216042 -0.187830 0.556363 1.121 -0.051 1.259
C 1.138037 0.528824 0.146357 -0.710 0.153 3.365
N -1.007367 -0.538077 -0.381097 -0.589 -0.154 1.209
O 1.392290 0.781765 -1.074611 -0.462 -0.744 -0.339
S -2.601749 -1.208082 -0.710565 0.983 0.498 -0.363
S -1.137211 -0.303643 -2.047888 0.237 -0.017 0.426
H -0.358887 -0.403313 1.724175 -0.144 0.352 -2.979
H 0.946504 1.476108 0.874981 0.357 -1.087 -0.843
H 1.844425 -0.145751 0.912284 -0.793 1.050 -1.736
```
Forces are in eV/Å.

Calculated values
**Net charge**: 0
**LUMO level**: -1.64 eV
**M**: 121.2 g mol⁻¹
**Energy relative to the best compared isomer or geometry (same formula, charge and spin)**: 516.9 kJ/mol
**HOMO energy**: -8.241 eV
**Kohn-Sham gap**: 6.60 eV
**2S+1**: 1


2.
C36H104N17O7P5 | wB97M-V/def2-TZVPD

Structure (XYZ):
```
169
Properties=species:S:1:pos:R:3:forces:R:3
C 0.700681 2.523887 4.782308 -0.192 -1.081 1.281
N 0.689763 3.165383 6.120350 0.564 -0.761 -0.686
C 0.682715 4.611984 5.922447 -0.392 -0.361 1.038
P 1.297783 2.212278 7.415790 -1.064 1.203 1.316
O 2.511795 1.407734 7.094696 -1.294 0.290 0.134
N 1.589909 3.338375 8.724463 -1.161 -1.821 -1.477
C 0.781009 3.318327 9.997713 1.128 0.712 -1.994
C 2.725582 4.269295 8.623008 -1.594 -0.338 1.339
N -0.129471 1.335053 7.932289 0.918 -0.234 -0.760
C -0.064688 -0.022387 8.626394 -0.836 1.574 -0.388
C -1.473766 1.959778 7.884501 0.701 0.282 1.049
H 1.385813 3.044249 4.113038 0.025 -0.132 -0.114
H -0.306646 2.434524 4.375600 0.034 0.428 -0.176
H 1.002378 1.487432 4.933450 0.282 0.003 -0.371
H 0.236458 4.857926 4.958878 -0.184 -0.279 0.035
H 1.682479 5.045339 5.894804 0.077 0.220 0.342
H 0.025483 5.019509 6.690605 0.411 0.639 0.088
H 0.330966 2.329575 10.086740 0.374 0.170 0.583
H 1.478514 3.677500 10.754410 -0.142 -0.740 0.522
H -0.018304 4.059292 9.984724 -0.233 0.132 -0.193
H 3.213196 4.221123 7.649345 -0.071 0.109 0.246
H 2.265710 5.222653 8.883270 0.483 0.688 -0.670
H 3.394134 4.080779 9.463015 0.592 -0.240 -0.258
H -1.024271 -0.539140 8.642866 -0.465 0.455 -0.649
H 0.582492 -0.751996 8.139649 0.619 0.580 0.380
H 0.046513 0.192502 9.689199 0.965 -0.515 0.143
H -2.117952 1.610117 7.077742 0.097 -0.123 0.078
H -1.490728 3.048738 7.928922 0.765 0.209 -0.948
H -1.937926 1.867988 8.866453 -0.381 -1.039 0.112
C -0.596837 -2.703729 3.350179 0.478 1.480 0.578
N 0.244132 -2.079653 2.327877 -0.203 3.616 1.996
C 1.133716 -2.931215 1.634976 -1.257 0.084 -2.823
P 0.013153 -0.374190 1.864093 -0.413 -1.564 0.180
O -0.692301 0.459303 2.915406 0.870 -1.544 -1.731
N 1.548667 0.212931 1.336127 0.266 -1.222 -0.634
C 1.564251 1.430893 0.500259 0.257 0.904 1.583
C 2.713582 0.162361 2.292021 -1.178 -1.185 0.622
N -0.893864 -0.500802 0.391614 2.518 -0.246 0.226
C -0.285310 -1.142078 -0.818841 -0.201 0.197 0.153
C -2.336228 -0.570067 0.426939 0.823 0.728 0.360
H -0.939938 -1.872278 3.965861 -0.388 -0.072 0.097
H 0.023688 -3.291436 4.026680 0.053 -0.350 -0.152
H -1.461838 -3.283559 3.028191 0.156 -0.141 -0.486
H 0.398328 -3.331914 0.937317 0.740 -1.745 -0.410
H 1.681313 -3.704047 2.174384 -0.058 0.316 0.271
H 1.714610 -2.330253 0.935327 0.786 -0.056 0.474
H 2.589294 1.785138 0.391210 0.195 -0.250 0.253
H 1.195905 1.536284 -0.520190 -0.729 -1.112 0.168
H 1.072122 2.126164 1.180337 -0.210 1.006 -0.705
H 3.582691 0.786565 2.084367 -0.596 0.372 -0.464
H 2.355168 0.339672 3.306020 0.108 0.548 0.091
H 3.115463 -0.846966 2.380674 -0.096 -0.261 -0.442
H -0.731123 -0.740917 -1.729019 0.073 0.862 -0.009
H 0.800086 -1.048738 -0.854954 -0.143 0.456 0.200
H -0.455757 -2.193574 -1.049923 -0.334 -0.571 1.091
H -2.565174 -0.166285 -0.559294 -1.056 -0.245 0.074
H -2.672296 0.088252 1.228057 -0.224 0.110 -0.162
H -2.709240 -1.571990 0.639307 -0.183 -0.116 -0.376
C 1.828329 -8.258026 -0.565494 -1.427 -0.288 0.315
N 0.822469 -7.198327 -0.379174 -0.067 0.444 0.393
C 1.155533 -6.068564 -1.225102 -0.954 0.353 0.148
P -0.384123 -7.080374 0.835676 1.244 -2.549 -1.192
O -0.729025 -5.707898 1.224717 0.322 0.293 0.375
N -1.741600 -7.913490 0.195261 0.568 -1.099 4.056
C -2.165750 -8.000440 -1.141882 1.033 0.465 -1.145
C -2.820112 -8.267553 1.162158 0.662 1.505 -0.635
N 0.303726 -8.064042 2.096436 -2.082 -2.192 -2.471
C 0.327027 -9.572386 1.983113 -0.794 1.610 -0.209
C 1.223026 -7.505902 3.034064 -0.705 1.569 -0.329
H 2.177004 -8.269366 -1.598161 -0.177 0.204 -0.093
H 1.303665 -9.201281 -0.413571 0.512 -0.222 0.113
H 2.719351 -8.171045 0.056299 -0.063 0.043 0.342
H 2.100473 -5.613219 -0.928701 0.253 -0.014 -0.154
H 0.378701 -5.307417 -1.152555 0.065 0.013 -0.119
H 1.172516 -6.445512 -2.247711 0.237 0.414 -0.200
H -2.450762 -7.013281 -1.505725 0.213 0.026 -0.687
H -1.276649 -8.432910 -1.600765 -0.426 0.279 -1.325
H -3.042420 -8.630855 -1.290670 0.243 -0.289 0.281
H -2.413798 -8.605628 2.115422 -0.139 -0.197 -0.119
H -3.358149 -7.332233 1.316401 -0.537 -0.096 0.494
H -3.493635 -8.964675 0.663649 0.174 -0.260 0.422
H -0.530151 -9.902692 1.396404 0.017 0.119 -0.134
H 1.222121 -9.908030 1.459418 0.150 -0.214 0.470
H 0.180170 -10.010431 2.970357 0.429 -0.010 0.063
H 1.997932 -8.200962 3.357353 -0.243 0.050 0.094
H 0.570025 -7.090751 3.801759 0.808 -0.077 0.906
H 1.658966 -6.644296 2.528401 0.630 0.156 0.320
C 3.384460 8.311150 -1.689931 -1.742 -1.434 -0.272
N 2.638937 7.708663 -2.843303 1.361 0.495 -1.068
C 2.700897 8.731735 -3.978906 -1.159 -1.294 1.389
P 2.662486 6.014722 -3.347050 -0.899 1.708 0.442
O 1.390891 5.814662 -4.111851 1.437 -0.716 0.472
N 4.076184 5.671386 -4.247062 1.048 2.051 1.111
C 4.073642 4.912187 -5.489977 0.436 -1.127 0.739
C 5.373735 6.437615 -3.845286 -2.404 -0.388 0.462
N 2.708056 5.190241 -1.874590 -0.254 0.190 0.352
C 1.612382 4.232170 -1.429569 0.847 1.074 -2.454
C 3.851628 5.246051 -0.984046 0.288 -0.741 0.660
H 4.456336 8.353663 -1.883281 0.035 0.300 0.433
H 3.080357 7.740207 -0.812630 0.770 -0.311 0.063
H 2.922736 9.267107 -1.442856 0.384 0.349 -0.559
H 2.266217 9.641970 -3.565828 0.303 0.161 0.066
H 1.972462 8.432466 -4.732500 0.565 -0.216 -0.384
H 3.722194 8.914219 -4.313193 -0.087 -0.032 -0.317
H 3.060378 4.647449 -5.792160 0.026 0.384 -0.057
H 4.671192 5.301279 -6.314376 -0.346 0.809 0.053
H 4.585969 3.976494 -5.266138 -0.033 -0.467 -0.125
H 5.447659 7.382499 -4.383632 0.372 -0.340 -0.536
H 5.221854 6.764369 -2.816557 -0.047 -0.040 -0.100
H 6.293500 5.856697 -3.776969 -0.215 -0.284 -0.733
H 1.753049 3.439357 -2.164246 -0.221 -0.877 0.814
H 1.682866 3.944195 -0.380663 0.128 0.183 -0.287
H 0.643319 4.634585 -1.724669 -0.048 0.293 0.563
H 4.118108 4.268620 -0.581912 -0.072 -0.606 -0.460
H 3.656693 5.762005 -0.043881 -0.145 0.688 -0.130
H 4.784659 5.600609 -1.422046 -0.393 0.211 -0.087
C 1.033531 0.688223 -7.486637 -0.217 0.434 1.057
N -0.310378 0.750431 -6.902445 0.128 -0.265 0.312
C -1.409514 0.647401 -7.905536 -1.074 0.046 2.608
P -0.575549 0.365357 -5.248311 0.569 0.535 -0.645
O -1.412477 -0.886673 -5.138458 1.088 1.753 0.767
N 1.020812 0.287087 -4.520124 -1.252 2.768 -1.350
C 1.497053 -0.835276 -3.816759 -0.953 -1.922 0.483
C 1.942071 1.507337 -4.467741 -2.041 -0.657 -0.504
N -1.312019 1.794666 -4.578734 0.322 -0.111 -0.620
C -0.760060 3.170316 -4.734364 -0.603 -1.234 -0.192
C -1.881351 1.630147 -3.248235 -0.100 -1.752 -0.669
H 1.686751 -0.089696 -7.091349 -0.225 -0.291 0.114
H 1.451715 1.635784 -7.146997 0.863 0.099 -1.080
H 0.932706 0.521903 -8.559137 0.289 0.491 0.112
H -1.160290 0.849321 -8.947277 0.426 -0.435 0.340
H -2.188751 1.354357 -7.620775 0.059 0.550 -0.168
H -1.924779 -0.277085 -7.644884 0.107 -0.558 -1.116
H 0.664375 -1.488236 -3.555255 -0.388 -0.107 -0.280
H 2.111824 -1.491842 -4.432441 0.771 0.151 0.278
H 1.857820 -0.625383 -2.809839 0.775 0.390 -0.263
H 2.896388 1.266101 -4.935918 0.197 -0.004 0.605
H 1.537076 2.367882 -5.000225 -0.149 -0.440 -0.604
H 1.913271 1.952055 -3.473000 0.867 -0.684 0.384
H -0.167755 3.437908 -3.859348 0.351 0.085 -0.145
H -0.195738 3.212657 -5.665957 -0.077 0.368 0.142
H -1.615835 3.845235 -4.749326 0.095 0.161 -0.246
H -2.337115 0.642598 -3.319858 -0.130 -0.240 0.597
H -2.702692 2.291820 -2.973140 0.328 0.525 -0.299
H -1.096042 1.588144 -2.493499 -0.026 0.286 0.414
C -6.035726 0.811760 -1.668707 -0.487 0.065 0.450
N -7.331920 0.184989 -1.448817 -0.451 -2.737 0.918
C -7.330156 -0.938803 -0.410134 0.059 2.071 0.760
C -8.488302 0.391203 -2.176811 1.440 -1.344 0.144
O -9.453107 -0.359484 -2.161445 0.633 1.296 0.087
H -5.228707 0.114462 -1.893643 -0.287 -0.367 -0.127
H -5.782262 1.249441 -0.703155 0.378 0.600 -0.261
H -6.061517 1.519679 -2.497132 -0.177 0.233 0.270
H -6.656118 -0.643986 0.394138 0.495 0.495 -0.146
H -8.264030 -0.893675 0.150177 -0.345 -0.476 -0.684
H -6.986462 -1.957573 -0.589196 -0.463 0.087 -1.172
H -8.291080 1.262558 -2.820277 -0.780 0.136 -0.236
C -3.978726 -2.302480 -2.162241 -1.508 0.058 2.214
N -2.905153 -3.248729 -1.974684 0.546 0.625 -1.152
C -2.851008 -3.959763 -0.694385 -0.141 -0.771 -0.217
C -2.014233 -3.504102 -2.990486 -0.486 0.399 1.390
O -1.122713 -4.301980 -2.829933 0.849 -0.720 -0.292
H -4.114012 -1.634756 -3.013086 0.789 -0.784 -0.495
H -4.041660 -1.645171 -1.295017 0.677 0.463 0.078
H -4.900143 -2.834157 -1.924722 -0.543 -0.279 -0.936
H -2.722977 -5.033805 -0.829074 0.083 0.005 -0.414
H -2.041922 -3.716100 -0.005829 0.141 0.523 -0.251
H -3.799448 -3.875712 -0.163844 -0.052 0.396 -0.121
H -2.107259 -2.884834 -3.896064 -0.321 -0.006 0.101
```
Forces are in eV/Å.

Calculated values
**Net charge**: 0
**LUMO level**: 0.45 eV
**M**: 1042.2 g mol⁻¹
**SMILES**: CN(C)P(=O)(N(C)C)N(C)C.CN(C)P(=O)(N(C)C)N(C)C.CN(C)P(=O)(N(C)C)N(C)C.CN(C)P(=O)(N(C)C)N(C)C.CN(C)P(=O)(N(C)C)N(C)C.CN(C)C=O.CN(C)C=O
**Energy relative to the best compared isomer or geometry (same formula, charge and spin)**: 579.1 kJ/mol
**HOMO energy**: -7.753 eV
**Kohn-Sham gap**: 8.20 eV
**2S+1**: 1


3.
C4H10S | wB97M-V/def2-TZVPD

Structure (XYZ):
```
15
Properties=species:S:1:pos:R:3:forces:R:3
C -5.781607 -1.020918 -0.275137 3.059 -1.666 0.780
C -6.078949 -0.176381 -1.229901 -2.599 -1.889 -0.121
H -4.710416 -1.457735 0.043559 -2.526 1.593 -0.638
H -6.624707 -1.553943 0.029240 -0.873 -1.065 1.416
H -5.310338 0.157409 -1.824960 1.152 1.596 -1.504
H -7.170407 -0.351099 -1.544374 1.788 1.432 0.068
C 3.054069 1.447975 -0.007075 -1.758 -0.518 1.373
S 3.015734 -0.086520 1.050287 0.477 0.595 -0.381
C 4.832389 -0.387782 1.095044 0.482 -0.853 -0.032
H 3.717299 2.236759 0.296524 0.112 0.246 0.555
H 3.410196 0.989752 -0.852794 0.865 -0.365 -2.512
H 2.012427 1.804233 -0.212104 0.949 -0.302 0.455
H 5.098259 -1.458488 1.184921 -0.860 0.165 -0.008
H 5.097183 -0.001711 2.096937 0.792 0.462 -1.080
H 5.438870 -0.141552 0.149833 -1.060 0.569 1.630
```
Forces are in eV/Å.

Calculated values
**Net charge**: 0
**LUMO level**: 1.00 eV
**M**: 90.2 g mol⁻¹
**SMILES**: C=C.CSC
**Energy relative to the best compared isomer or geometry (same formula, charge and spin)**: 252.9 kJ/mol
**HOMO energy**: -8.488 eV
**Kohn-Sham gap**: 9.49 eV
**2S+1**: 1


4.
C4H8N2O | wB97M-V/def2-TZVPD

Structure (XYZ):
```
15
Properties=species:S:1:pos:R:3:forces:R:3
C 1.320788 -0.854118 0.008210 -0.621 -0.536 0.011
C 0.021719 2.251913 -0.333766 0.055 0.269 -0.314
C -0.430750 0.869727 -0.465533 -1.412 -0.385 0.919
C -1.503699 -1.178625 -0.198916 -0.387 -0.971 -0.003
O 1.556952 -0.253936 1.276770 -0.093 -0.044 0.074
N -1.446133 0.215054 -0.289317 1.653 0.717 -0.433
N -2.514620 -1.879935 -0.030683 -0.344 0.161 -0.117
H 1.092795 -0.768961 1.945974 0.058 0.067 -0.083
H -2.322872 -2.877190 -0.097994 0.168 0.146 0.192
H 1.823396 -1.829879 -0.061383 -0.034 0.036 0.047
H 1.798405 -0.218480 -0.735490 -0.196 -0.110 0.023
H 0.113596 -1.263450 -0.109771 1.139 0.722 -0.327
H 0.822704 2.270664 0.408604 -0.024 -0.060 -0.042
H 0.446162 2.584695 -1.283478 0.006 0.032 0.078
H -0.778443 2.932520 -0.033226 0.031 -0.044 -0.025
```
Forces are in eV/Å.

Calculated values
**Net charge**: 0
**LUMO level (alpha / beta)**: -0.05 / -0.05 eV
**M**: 100.1 g mol⁻¹
**Energy relative to the best compared isomer or geometry (same formula, charge and spin)**: 592.8 kJ/mol
**HOMO energy (alpha / beta)**: -7.484 / -7.483 eV
**Kohn-Sham gap (alpha / beta)**: 7.43 / 7.43 eV
**2S+1**: 1